Record 1
Molecular formula: C6H11NO
Method: DFT, ωB97M-V with the def2-TZVPD basis set

Last column: natural (NBO) charge in e.
CARTESIAN COORDINATES (ANGSTROEM)
H: -4.894007 -0.317666 -1.430262  0.4535
H: -2.269212 1.583019 -0.226097  0.1819
C: 2.710360 -0.354689 0.157171  -0.3554
H: 2.727686 -1.437040 0.446464  0.1481
C: -2.156253 0.497522 -0.139730  -0.3342
H: 3.626574 -0.031438 0.696286  0.1656
C: -3.243031 -0.301267 -0.403822  -0.0709
H: -3.263306 -1.370001 -0.201339  0.1266
C: -0.895002 -0.000119 0.324918  -0.2912
H: 1.997696 -0.548587 -1.654897  0.3429
O: -4.500686 0.246736 -0.758169  -0.7480
H: 1.464125 -0.651348 1.765827  0.1996
H: -0.958860 -1.109949 0.451406  0.1534
C: 0.295481 0.663230 0.356326  -0.4655
C: 1.508691 0.188201 1.063462  -0.4360
H: 0.405406 1.568126 -0.239141  0.1690
N: 2.919216 -0.286285 -1.283591  -0.8050
H: 2.646188 0.692252 -0.700532  0.4027
H: 1.878926 0.969304 1.775723  0.1631

Forces on atoms 1 to 2 (eV/Å):
0.2 0.1 0.1
0.0 -0.2 -0.3

LUMO (alpha / beta) ... 0.140 / 0.138 Eh
2S+1 ... 2
Max |F| ... 0.142 Eh/bohr
Charge ... -1
HOMO-LUMO gap (alpha / beta) ... 3.56 / 6.40 eV

---

Record 2
Molecular formula: C13H21BrCl2N2O2S
Method: DFT, ωB97M-V with the def2-TZVPD basis set

Last column: natural (NBO) charge in e.
CARTESIAN COORDINATES (ANGSTROEM)
C: 2.577893 -2.032507 0.070639  -0.4305
O: -3.255406 -1.128892 -1.556705  -0.9325
H: 0.775042 -2.923918 -0.820042  0.2050
H: -1.964928 1.990285 2.268758  0.2573
Cl: -4.177819 -3.088602 0.337439  -0.1734
N: 0.831263 -3.513785 1.185198  -0.8612
H: -2.359410 1.023957 -0.716569  0.2255
Br: 3.867772 0.646788 -2.454466  0.1457
C: 1.561817 -3.273653 -0.085464  -0.2152
C: 2.151387 1.428822 -2.007949  -0.1105
C: 2.328393 0.607091 0.453867  -0.4725
H: 0.389413 2.517985 1.605881  0.2305
C: 1.756847 -0.861942 0.735006  -0.4153
H: -3.836359 -0.321802 1.555689  0.2692
H: 2.076969 -4.208241 -0.425678  0.1852
H: -0.053349 0.784156 1.426944  0.2760
S: -2.834667 -1.596126 -0.229042  2.0312
H: 3.434121 0.609501 0.249265  0.2538
H: 1.878472 2.236883 -4.130040  0.2607
H: 0.711708 -0.884471 0.294074  0.2271
N: 0.282334 1.934389 -0.409240  -0.2995
H: -1.962165 3.217172 0.948242  0.2128
H: 2.212103 1.186435 1.420090  0.2348
C: -0.381997 2.614266 -1.408980  0.0847
C: -0.221272 1.800024 0.976883  -0.2457
C: 0.155931 2.753558 -2.772436  -0.2339
O: -1.497473 -2.204918 -0.341979  -0.9336
H: -0.084906 -3.058489 1.191332  0.4186
H: 1.393618 -3.269309 1.998392  0.3441
H: -3.722986 1.635219 0.282010  0.2301
C: -2.682929 1.194034 0.345543  -0.4531
H: 1.690818 -0.973638 1.854982  0.2390
H: -1.994923 -0.436172 1.757766  0.3176
C: 1.523478 1.356032 -0.667410  0.2919
H: -0.435647 3.327006 -3.526819  0.2603
C: -1.739187 2.133496 1.169137  -0.4269
H: -1.362632 3.115007 -1.228784  0.2586
Cl: -2.067319 -2.127009 2.797352  -0.8721
C: 1.450917 2.149414 -3.100890  -0.1237
C: -2.846565 -0.234937 1.025225  -0.6593
H: 3.352171 -2.360868 0.826702  0.1980
H: 3.079470 -1.762243 -0.893921  0.2011

Forces on atoms 1 to 2 (eV/Å):
-0.6 -1.0 1.0
-0.6 0.2 1.9

LUMO ... -0.080 Eh
Max |F| ... 0.068 Eh/bohr
HOMO-LUMO gap ... 4.90 eV

---

Record 3
Molecular formula: C4H7N3S
Method: DFT, ωB97M-V with the def2-TZVPD basis set

Last column: natural (NBO) charge in e.
CARTESIAN COORDINATES (ANGSTROEM)
H: 2.100282 -1.628668 -1.408547  0.3694
C: -0.298403 -0.749658 0.542980  -0.4933
C: 0.836256 -1.742939 0.227260  -0.2375
N: 0.879069 -0.040877 -1.344115  -0.2564
N: -0.392890 1.639818 -0.437101  -0.5669
H: -0.080512 2.229776 -1.196784  0.4240
C: -1.315340 2.167443 0.417954  -0.0875
H: -1.272950 -1.158692 0.275307  0.2328
H: 0.549314 -2.812502 0.351765  0.2139
C: 0.085705 0.314245 -0.428347  0.3571
S: -1.874833 3.683047 0.386526  -0.0960
H: 1.668075 -1.635006 1.055410  0.1776
H: -0.368993 -0.331889 1.565070  0.2326
N: 1.132122 -1.382098 -1.156998  -0.4539
H: -1.646901 1.448001 1.149619  0.1842

Forces on atoms 1 to 2 (eV/Å):
-0.8 0.4 -0.1
0.0 0.3 0.5

LUMO ... 0.016 Eh
Max |F| ... 0.049 Eh/bohr
HOMO-LUMO gap ... 8.68 eV

---

Record 4
Molecular formula: C3H9NO2S2
Method: DFT, ωB97M-V with the def2-TZVPD basis set

Last column: natural (NBO) charge in e.
CARTESIAN COORDINATES (ANGSTROEM)
H: -0.342578 0.291422 2.417314  0.2246
H: 2.254883 3.132629 0.623611  0.4646
S: 1.160525 -1.449901 -2.510764  0.0232
O: 2.099520 2.200091 0.470285  -1.0002
C: 0.556911 -0.624826 0.568616  -0.3569
S: -0.179250 -2.426708 -1.423463  -0.0970
O: -0.451092 1.518615 0.776434  -0.7362
H: -1.965195 0.740039 -0.300043  0.4104
H: 0.289960 -0.663703 -3.167402  0.1263
H: 1.019462 -0.159962 -0.287882  0.2392
C: -1.069267 -0.739454 0.615868  0.0067
H: -1.320047 -1.726458 0.971899  0.2212
C: -0.294492 0.372513 1.325573  0.1054
N: -2.005976 -0.275066 -0.291697  -0.7559
H: 1.091366 -1.499304 0.907476  0.2390
H: -1.977102 -0.718878 -1.192572  0.3908
H: 1.132373 2.028953 0.496747  0.4948

Forces on atoms 1 to 2 (eV/Å):
0.1 -0.4 0.0
-0.2 0.1 0.0

LUMO ... -0.116 Eh
Max |F| ... 0.066 Eh/bohr
HOMO-LUMO gap ... 5.30 eV

---

Record 5
Molecular formula: C4H8NS
Method: DFT, ωB97M-V with the def2-TZVPD basis set

Last column: natural (NBO) charge in e.
CARTESIAN COORDINATES (ANGSTROEM)
S: -0.852654 -0.689167 -2.536793  0.3776
C: -0.800105 0.327855 1.015857  -0.4936
H: -1.452842 -2.796740 -2.494809  -0.0157
C: -1.582102 -0.746891 0.273629  -0.4388
H: -1.619841 1.007086 1.358851  0.2937
H: -2.672233 -0.873495 0.416946  0.2703
N: 0.419336 1.831566 -0.859431  -0.5949
H: -0.203934 -0.008839 1.869839  0.2936
C: -0.952437 -0.174586 -1.001252  -0.2448
H: 0.420668 1.746960 -1.857466  0.4438
H: -1.621425 -3.208523 -1.896370  0.0076
H: -1.167988 -1.736004 0.396674  0.2524
H: 0.761679 2.581911 -0.335022  0.4386
C: -0.252144 0.799855 -0.260326  0.4102

Forces on atoms 1 to 2 (eV/Å):
0.2 1.9 0.7
-1.5 0.7 2.3

LUMO ... -0.258 Eh
Max |F| ... 0.116 Eh/bohr
Charge ... +1
HOMO-LUMO gap ... 6.67 eV

---

Record 6
Molecular formula: C5H9N
Method: DFT, ωB97M-V with the def2-TZVPD basis set

Last column: natural (NBO) charge in e.
CARTESIAN COORDINATES (ANGSTROEM)
N: 3.181455 0.694544 -0.300020  -0.3212
C: -1.186491 -1.245770 -0.213946  -0.6580
C: 0.419727 0.103551 1.173148  -0.4447
C: 2.577641 -0.213084 -0.515701  0.0906
C: -0.478179 0.045634 0.244369  0.0370
H: -0.718267 -2.180973 0.228057  0.2275
H: -2.228652 -0.866048 -0.056253  0.2332
H: -0.627696 1.406228 -1.414013  0.2212
H: -0.374220 2.011650 0.211874  0.2274
H: 0.606187 -0.902591 1.601133  0.1796
H: -2.141176 1.268797 -0.173258  0.2147
H: 2.053757 -1.078904 -0.788004  0.2247
C: -0.987316 1.321200 -0.386410  -0.6592
H: 0.874926 0.878649 1.760057  0.2207
H: -0.971697 -1.242879 -1.371036  0.2065

Forces on atoms 1 to 2 (eV/Å):
2.7 3.9 1.0
1.8 1.7 -1.8

LUMO ... 0.030 Eh
Max |F| ... 0.094 Eh/bohr
HOMO-LUMO gap ... 10.36 eV

---

Relative energy (zero: lowest compared OMol25 entry of this formula, charge and spin)? In order: 406.4; 212.3; 186.3; 558.2; 264.1; 258.0 kJ/mol.